# C7H8N4OS

The molecule C7H8N4OS at a distorted geometry (wB97M-V/def2-TZVPD, the Open Molecules 2025 dataset).

XYZ file:
```
21
C7H8N4OS wB97M-V/def2-TZVPD
S -3.686 1.377 -0.706
O -3.311 0.807 1.731
N -2.833 -1.909 -0.183
N -3.459 -1.043 0.486
N -1.688 -1.483 -0.596
N -1.357 -0.250 -0.475
C 1.765 1.498 -0.006
C 2.115 -0.921 0.170
C -0.027 -0.044 -0.391
C 2.645 0.421 0.183
C 0.810 -1.099 -0.039
C -3.214 0.232 0.532
C 0.441 1.281 -0.340
H -2.980 0.184 2.430
H -1.063 -2.177 -0.887
H -4.062 0.233 -1.558
H -0.134 2.163 -0.519
H 2.784 -1.771 0.400
H 2.023 2.509 -0.058
H 3.664 0.424 0.163
H 0.547 -2.096 0.119
```

Summary:
- molecular weight (g mol⁻¹) = 196.24
- total energy (hartree) = -963.81383
- E_HOMO (spin up / spin down) (Eh) = -0.2710 / -0.2710
- frontier orbital gap (spin up / spin down) (eV) = 7.5 / 7.5
- LUMO energy (spin up / spin down) (eV) = 0.10 / 0.10
- relative energy (zero: lowest compared OMol25 entry of this formula, charge and spin) (kJ/mol) = 475.8

***

# C4H5NO

The molecule C4H5NO at a distorted geometry (wB97M-V/def2-TZVPD, the Open Molecules 2025 dataset).

XYZ file:
```
11
C4H5NO wB97M-V/def2-TZVPD
O 2.231 0.086 -0.318
N -1.208 -0.572 -0.218
C -1.192 0.662 0.309
C 0.069 -1.019 -0.497
C 0.149 1.122 0.433
C 0.889 0.033 -0.183
H -2.032 -1.142 -0.348
H 0.608 0.496 1.302
H 2.457 1.027 -0.233
H -2.133 1.159 0.529
H 0.268 -2.020 -0.833
```

Summary:
- molecular weight (g mol⁻¹) = 83.09
- total energy (hartree) = -285.29872
- E_HOMO (Eh) = -0.3052
- frontier orbital gap (eV) = 9.1
- LUMO energy (eV) = 0.80
- relative energy (zero: lowest compared OMol25 entry of this formula, charge and spin) (kJ/mol) = 304.2

***

# C43H64BCuN6O2S2

A structure of composition C43H64BCuN6O2S2 (wB97M-V/def2-TZVPD, the Open Molecules 2025 dataset).

XYZ file:
```
119
C43H64BCuN6O2S2 wB97M-V/def2-TZVPD
Cu 0.172 0.318 -0.879
S 3.074 -0.200 -2.968
S 1.407 -2.081 0.863
O 1.047 -1.754 -0.569
O 2.009 0.200 -1.985
N -1.660 -0.182 1.139
N -1.755 2.056 0.075
N 0.163 1.544 1.672
N -1.429 -0.705 -0.093
N -1.084 1.808 -1.089
N 1.079 1.392 0.669
C 0.392 -5.956 0.364
C -0.060 1.626 -3.808
C -0.881 3.987 -3.919
C 4.692 -1.307 -0.987
C -2.338 -1.068 1.892
C 3.101 3.516 -0.619
C 0.116 -5.411 2.697
C 1.958 -1.137 -6.699
C -1.645 2.536 -2.055
C -1.946 -2.770 -1.364
C 0.877 -3.753 1.151
C -1.868 -1.913 -2.622
C 0.067 2.415 4.045
C 0.526 -4.110 2.443
C -3.799 3.432 0.794
C 2.287 -1.019 -4.331
C -3.221 4.553 1.659
C 1.076 -2.189 -6.509
C -3.173 -3.681 -1.413
C 0.796 -2.654 -5.227
C 4.695 2.309 0.898
C 3.875 -1.644 -2.235
C 2.208 1.972 1.077
C 0.818 -4.664 0.106
C 2.049 2.437 2.385
C 0.045 -6.328 1.658
C 0.742 2.148 2.730
C 0.847 1.756 5.183
C 3.177 -2.400 0.782
C -2.768 2.909 -0.170
C 3.914 -1.135 0.319
C -4.542 2.394 1.639
C -4.158 -1.295 3.588
C -2.707 3.257 -1.506
C 1.401 -2.071 -4.128
C -0.074 3.918 4.284
C 3.366 2.219 0.156
C 2.568 -0.542 -5.602
C -2.536 -2.203 1.122
C -1.964 -1.922 -0.125
C -2.739 -0.803 3.314
C -1.219 2.554 -3.497
C -1.738 -1.443 4.278
B -1.343 1.314 1.376
H -2.089 2.229 -4.077
H -0.636 4.396 3.484
H 0.169 1.661 -4.875
H -3.154 -4.293 -2.315
H 0.565 -3.375 3.236
H -0.280 0.585 -3.566
H 3.391 1.405 -0.566
H 3.042 4.364 0.064
H 0.105 -3.476 -5.093
H 3.315 -3.248 0.108
H 5.418 -2.114 -0.856
H -4.448 -1.062 4.613
H -4.228 -2.377 3.462
H 0.332 -6.677 -0.440
H 2.167 -0.776 -7.696
H 2.160 3.459 -1.168
H -0.929 1.970 4.016
H -0.284 -7.340 1.855
H -3.212 -4.353 -0.556
H 1.852 2.174 5.261
H -4.548 3.874 0.132
H 3.472 -2.719 1.783
H -0.156 -5.704 3.702
H 0.600 -2.652 -7.362
H -0.021 4.354 -3.356
H 5.284 -0.406 -1.169
H 2.787 2.923 2.998
H -1.713 4.667 -3.742
H 3.209 -0.310 0.227
H -4.877 -0.831 2.914
H 0.342 1.921 6.135
H -1.755 -2.529 4.172
H 3.906 3.708 -1.331
H -0.585 4.111 5.228
H 0.836 1.929 -3.266
H 5.513 2.448 0.189
H 1.180 -2.409 -3.123
H -3.070 -3.091 1.410
H 3.089 -2.375 -2.035
H 0.943 0.681 5.027
H 1.086 -4.352 -0.897
H -2.711 0.275 3.471
H -4.090 -3.090 -1.421
H 4.901 1.422 1.496
H -1.870 -2.542 -3.514
H -1.991 -1.202 5.311
H -1.979 1.731 2.282
H -2.442 4.162 2.313
H -0.723 -1.091 4.081
H -3.980 2.094 2.520
H -2.784 5.342 1.047
H -4.785 1.499 1.063
H 4.626 -0.846 1.091
H -0.963 -1.310 -2.647
H -3.378 3.924 -2.020
H -3.998 4.991 2.286
H 0.908 4.394 4.329
H 3.252 0.287 -5.734
H 4.704 3.168 1.571
H -0.634 4.022 -4.980
H -2.725 -1.238 -2.682
H 4.524 -2.034 -3.022
H -5.478 2.833 1.987
H -1.058 -3.407 -1.314
```

Summary:
- molecular weight (g mol⁻¹) = 835.52
- multiplicity = 2
- total energy (hartree) = -4617.56312
- E_HOMO (spin up / spin down) (Eh) = -0.4029 / -0.4024
- net charge = +1
- frontier orbital gap (spin up / spin down) (eV) = 9.2 / 7.6
- LUMO energy (spin up / spin down) (eV) = -1.74 / -3.36
- relative energy (zero: lowest compared OMol25 entry of this formula, charge and spin) (kJ/mol) = 0.0

***

# C11H14BN7OSn

A structure of composition C11H14BN7OSn at a distorted geometry (wB97M-V/def2-TZVPD, the Open Molecules 2025 dataset).

XYZ file:
```
35
C11H14BN7OSn wB97M-V/def2-TZVPD
Sn 0.933 0.382 0.855
O 3.746 -1.985 3.063
N -1.827 -0.710 0.058
N 0.024 1.573 -0.482
N -1.008 -0.461 1.133
N 1.979 -1.250 1.638
N -0.971 1.143 -1.350
N 1.023 -0.914 -0.916
N -0.077 -1.120 -1.700
C 0.230 -1.990 -2.670
C 1.556 -2.367 -2.502
C 0.239 2.898 -0.722
C -1.645 -0.866 2.259
C 2.874 -1.611 2.356
C 1.588 1.623 2.567
C -2.902 -1.346 1.881
C 2.032 -1.679 -1.383
C -1.358 2.167 -2.116
C -2.977 -1.230 0.497
C -0.623 3.289 -1.751
B -1.404 -0.350 -1.401
H 2.101 -3.051 -3.115
H 0.972 3.480 -0.169
H 0.710 1.132 3.036
H -3.764 -1.463 -0.199
H -0.707 4.269 -2.186
H 2.467 1.338 3.162
H 2.144 1.483 1.171
H -0.514 -2.258 -3.402
H -3.668 -1.722 2.515
H -1.210 -0.814 3.243
H 3.003 -1.733 -0.909
H -2.124 2.015 -2.863
H -2.267 -0.578 -2.215
H 1.424 2.708 2.620
```

Summary:
- molecular weight (g mol⁻¹) = 389.80
- total energy (hartree) = -1125.12858
- E_HOMO (Eh) = -0.1716
- frontier orbital gap (eV) = 5.0
- LUMO energy (eV) = 0.36
- relative energy (zero: lowest compared OMol25 entry of this formula, charge and spin) (kJ/mol) = 427.7

***

# C58H56AsN4O2TeTl

A structure of composition C58H56AsN4O2TeTl at a distorted geometry (wB97M-V/def2-TZVPD, the Open Molecules 2025 dataset).

XYZ file:
```
123
C58H56AsN4O2TeTl wB97M-V/def2-TZVPD
Tl -0.780 0.333 -0.306
Te 0.926 -1.931 -2.459
As -1.061 2.868 2.177
O 1.492 -0.850 0.079
O -1.229 -1.101 -3.219
N 3.728 -9.665 3.295
N -2.305 -2.467 -0.839
N -0.693 -1.788 1.519
N -0.133 2.917 0.647
C 0.798 -1.941 -5.451
C -3.734 6.523 0.557
C 3.463 4.470 -0.900
C 3.480 -7.598 0.483
C 0.642 -2.837 -4.384
C -1.762 4.641 4.946
C 1.053 -0.474 -5.221
C 3.415 -8.780 2.630
C 1.680 3.549 6.074
C -3.968 -1.215 -5.568
C -2.239 -3.242 0.378
C -4.558 7.599 -0.100
C -1.686 5.820 1.661
C -4.521 -2.587 -3.701
C -4.033 2.825 1.282
C -4.871 -2.094 -4.940
C -0.342 6.261 2.183
C 2.573 3.751 7.271
C 1.033 3.442 0.224
C 0.280 -4.163 -4.651
C 0.682 -2.402 -6.759
C -2.162 4.505 1.764
C 0.205 -2.224 2.294
C 0.051 3.272 3.788
C 3.022 -7.674 1.798
C 1.335 3.349 -1.165
C 3.778 -1.998 3.336
C 2.264 -5.531 0.180
C 1.874 -4.447 -0.660
C -2.355 -1.384 -3.695
C -3.137 -2.823 -1.730
C -2.476 6.800 1.067
C 2.424 -2.257 3.306
C 1.809 -5.621 1.499
C 1.617 -1.884 2.226
C 0.396 -3.728 -7.043
C -2.778 -0.876 -4.984
C 2.028 4.080 1.013
C 2.186 -6.679 2.302
C 1.526 -3.561 -1.404
C -0.384 4.032 4.887
C 1.240 2.533 3.910
C 2.185 -1.230 1.089
C -0.070 -5.142 -3.563
C 0.180 -4.585 -5.974
C 3.589 -0.993 1.142
C -3.330 -2.246 -3.048
C 1.639 1.490 2.899
C -2.026 -2.327 1.582
C 0.295 -4.222 -8.462
C 3.199 4.573 0.460
C 0.441 4.174 5.997
C 3.106 -6.535 -0.314
C -3.439 4.215 1.255
C 2.045 2.709 5.036
C -4.200 5.223 0.665
C 4.351 -1.358 2.225
C 2.505 3.844 -1.700
H -2.217 -2.880 2.518
H 2.050 3.512 8.200
H -3.132 -3.870 0.542
H 2.029 -0.303 -4.759
H -3.941 2.361 2.263
H -0.462 6.892 3.070
H -5.200 -3.267 -3.190
H -1.934 5.097 5.923
H 3.458 3.117 7.209
H -5.176 4.972 0.261
H 2.908 4.788 7.342
H 1.927 1.920 1.940
H 1.159 -4.847 1.882
H 1.018 0.072 -6.163
H -5.491 7.193 -0.491
H -0.709 -4.674 -2.812
H 1.089 -4.938 -8.687
H -2.528 3.877 4.789
H 1.831 -6.743 3.322
H -0.658 -4.725 -8.639
H 3.463 -6.462 -1.332
H 0.596 2.879 -1.805
H 0.377 -3.397 -9.171
H 4.382 -2.285 4.187
H -5.088 2.860 1.008
H 2.679 3.743 -2.767
H 3.927 5.044 1.114
H 1.954 -2.763 4.146
H -1.369 -3.908 0.311
H -2.081 7.811 0.992
H 0.187 6.842 1.426
H 2.473 0.892 3.270
H 0.297 -0.035 -4.563
H -0.598 -5.999 -3.985
H 4.027 -0.483 0.292
H -4.805 8.396 0.606
H 4.131 -8.371 0.098
H 0.286 5.423 2.457
H -2.733 -1.496 1.515
H 4.383 4.854 -1.324
H -3.530 2.166 0.570
H 0.806 -1.696 -7.575
H -1.920 5.395 4.180
H -3.820 -3.668 -1.512
H -4.016 8.056 -0.931
H 1.878 4.163 2.081
H 0.816 -5.505 -3.042
H -4.221 -0.797 -6.539
H -0.102 -5.616 -6.169
H 2.975 2.151 5.100
H -0.061 -2.956 3.081
H 5.414 -1.142 2.223
H -2.088 -0.198 -5.475
H 0.805 0.809 2.703
H -5.804 -2.374 -5.412
H 0.099 4.777 6.835
```

Summary:
- molecular weight (g mol⁻¹) = 1248.02
- total energy (hartree) = -5289.50585
- E_HOMO (Eh) = -0.0662
- net charge = -2
- frontier orbital gap (eV) = 5.6
- LUMO energy (eV) = 3.84
- relative energy (zero: lowest compared OMol25 entry of this formula, charge and spin) (kJ/mol) = 7.7

***

# C4H8O

The molecule C4H8O (wB97M-V/def2-TZVPD, the Open Molecules 2025 dataset).

XYZ file:
```
13
C4H8O wB97M-V/def2-TZVPD
O -0.290 2.080 -1.611
C 0.572 -1.669 0.373
C -0.721 1.895 -0.498
C 0.557 -0.284 -0.266
C -0.565 0.602 0.266
H -0.345 -2.223 0.141
H 0.458 -0.366 -1.353
H -1.535 0.083 0.203
H 0.652 -1.603 1.465
H -0.428 0.829 1.332
H 1.514 0.221 -0.088
H -1.288 2.696 0.025
H 1.419 -2.262 0.011
```

Summary:
- molecular weight (g mol⁻¹) = 72.11
- total energy (hartree) = -232.43534
- E_HOMO (Eh) = -0.3619
- frontier orbital gap (eV) = 10.9
- LUMO energy (eV) = 1.05
- relative energy (zero: lowest compared OMol25 entry of this formula, charge and spin) (kJ/mol) = 27.0

***

# C18H27MnN2O4P2S2

A structure of composition C18H27MnN2O4P2S2 at a distorted geometry (wB97M-V/def2-TZVPD, the Open Molecules 2025 dataset).

XYZ file:
```
56
C18H27MnN2O4P2S2 wB97M-V/def2-TZVPD
Mn 0.158 0.632 -0.195
S 2.499 -0.226 4.450
S -0.052 1.826 1.815
P 2.062 -0.704 0.195
P -2.160 0.694 -0.775
O 3.288 0.584 5.343
O 3.024 -1.510 4.043
O -0.326 4.029 -1.006
O 1.468 2.430 -1.976
N 1.966 0.650 3.108
N -0.079 -0.992 -1.809
C -1.252 -1.376 -2.353
C -0.111 -2.765 -3.962
C 3.504 0.247 0.712
C 2.145 -2.323 0.992
C -2.513 -0.780 -1.779
C -1.871 -0.700 5.452
C -3.499 0.909 0.409
C -2.233 2.012 -2.007
C -1.298 -2.266 -3.421
C -0.948 -1.262 6.348
C 0.836 -0.382 5.021
C 0.422 -1.109 6.123
C 1.077 -1.513 -2.287
C 1.100 -2.382 -3.377
C 0.666 0.873 3.051
C 2.312 -0.975 -1.613
C -1.445 0.057 4.354
C -0.062 0.247 4.154
H 3.003 -2.886 0.598
H -3.210 -0.495 -2.579
H 0.846 3.221 -1.800
H -1.967 2.978 -1.555
H -3.268 1.749 1.078
H -1.306 -1.833 7.196
H 3.200 0.778 1.635
H -1.489 1.836 -2.796
H -3.241 2.031 -2.441
H -3.589 0.011 1.036
H 3.753 0.990 -0.055
H -3.019 -1.499 -1.120
H -2.158 0.495 3.654
H -0.129 -3.424 -4.835
H 2.257 -2.221 2.082
H 3.193 -1.609 -1.772
H 1.223 -2.885 0.793
H -0.282 3.700 -0.065
H 4.345 -0.428 0.911
H 2.049 2.664 -2.734
H -0.535 4.975 -0.996
H -2.272 -2.538 -3.826
H 2.515 0.055 -2.012
H -4.455 1.093 -0.102
H 1.171 -1.544 6.774
H 2.067 -2.725 -3.772
H -2.942 -0.848 5.607
```

Summary:
- molecular weight (g mol⁻¹) = 516.44
- multiplicity = 5
- total energy (hartree) = -3742.13788
- E_HOMO (spin up / spin down) (Eh) = -0.5367 / -0.5381
- net charge = +2
- frontier orbital gap (spin up / spin down) (eV) = 5.7 / 7.5
- LUMO energy (spin up / spin down) (eV) = -8.92 / -7.14

***

# C44H38NO8PTeTi

A structure of composition C44H38NO8PTeTi (wB97M-V/def2-TZVPD, the Open Molecules 2025 dataset).

XYZ file:
```
94
C44H38NO8PTeTi wB97M-V/def2-TZVPD
Te 2.808 -4.019 -0.521
Ti 0.055 -0.355 1.772
P 1.990 1.288 0.440
O 2.419 -4.589 2.076
O 0.447 -5.883 3.961
O -1.781 -4.036 4.434
O -2.482 2.382 3.284
O -1.049 1.027 1.287
O -1.005 -1.428 2.815
O 1.452 -1.726 1.883
O 1.695 1.682 3.319
N -0.344 -1.072 -0.229
C -1.418 -0.435 -3.510
C 2.944 -3.593 -2.612
C -5.833 1.485 -1.659
C -1.777 -2.363 -4.902
C -1.353 -0.616 -1.002
C -2.189 1.109 0.628
C -1.908 -3.146 -3.763
C -3.015 2.789 2.270
C 0.744 -1.803 -0.842
C 0.803 -3.276 -0.452
C -3.945 6.317 1.168
C 3.231 -2.957 -5.333
C 4.412 1.632 1.852
C -1.536 -1.001 -4.768
C 1.985 -3.280 -4.813
C 1.434 -4.066 2.659
C 1.891 3.102 0.655
C -2.347 0.317 -0.567
C 2.138 1.248 -1.399
C -4.364 2.140 0.273
C -3.540 4.208 2.260
C 6.265 0.103 1.714
C 0.556 0.302 4.852
C 4.186 -3.253 -3.145
C 4.334 -2.951 -4.491
C -3.526 4.996 1.113
C -3.178 2.001 1.032
C -4.414 6.072 3.514
C -1.789 -2.575 -2.505
C 0.417 -4.751 3.535
C -0.767 -3.747 3.803
C 3.703 0.882 0.919
C -0.358 -2.580 3.112
C 0.936 -2.744 2.550
C -3.566 0.490 -1.268
C -1.533 -1.212 -2.356
C 5.556 -0.664 0.800
C 4.286 -0.276 0.406
C 5.688 1.249 2.239
C -4.556 1.378 -0.865
C 0.932 0.727 3.444
C -4.397 6.855 2.366
C -3.976 4.759 3.462
C 1.848 -3.605 -3.472
H 2.097 0.232 -1.786
H 0.806 -0.754 4.992
H -1.428 -0.380 -5.650
H -3.749 -0.115 -2.148
H -3.920 6.928 0.274
H 1.288 1.794 -1.814
H -1.862 -2.810 -5.885
H -0.528 0.378 4.963
H 0.981 3.449 0.162
H -1.223 0.626 -3.403
H 5.312 -2.687 -4.877
H 7.253 -0.206 2.033
H -6.341 0.520 -1.727
H 0.211 -3.905 -1.115
H 0.728 -1.708 -1.936
H -4.731 7.885 2.406
H -6.521 2.194 -1.196
H 3.338 -2.699 -6.379
H 6.224 1.840 2.972
H -3.952 4.139 4.349
H 3.065 1.721 -1.728
H 0.861 -3.850 -3.094
H -3.183 4.566 0.180
H 5.051 -3.205 -2.492
H 5.972 -1.586 0.413
H 1.683 -1.361 -0.500
H 1.108 -3.272 -5.449
H 1.070 0.924 5.591
H 1.820 3.335 1.713
H 3.952 2.498 2.307
H -5.640 1.822 -2.681
H -5.139 2.817 0.611
H 3.739 -0.914 -0.280
H 2.756 3.595 0.205
H -2.103 -4.208 -3.853
H 0.452 -3.443 0.566
H -1.895 -3.184 -1.616
H -4.762 6.490 4.451
```

Summary:
- molecular weight (g mol⁻¹) = 915.23
- multiplicity = 3
- total energy (hartree) = -3815.11013
- E_HOMO (spin up / spin down) (Eh) = -0.0092 / -0.0851
- net charge = -2
- frontier orbital gap (spin up / spin down) (eV) = 4.1 / 6.2
- LUMO energy (spin up / spin down) (eV) = 3.89 / 3.89
- relative energy (zero: lowest compared OMol25 entry of this formula, charge and spin) (kJ/mol) = 124.5

***

total energy of number 1 (C7H8N4OS)? -963.81383 hartree

***

Which formula does entry 1 have? C7H8N4OS